A molecular structure, C19H62O16P, computed with ωB97M-V/def2-TZVPD.

Atoms and positions in Å:
C -3.1883 0.5062 -3.2587
O 3.2497 -0.5738 0.9393
H -3.9673 -2.5178 -0.4457
H 3.4887 4.8952 0.1413
O -0.6553 -0.4938 0.7453
H -1.8873 1.4252 -2.1747
H -0.8903 2.1302 -0.8757
H -2.1863 0.1202 1.1363
H 2.5447 -0.3928 0.2673
H 1.0927 1.7882 1.7093
H -2.8713 -3.9308 -0.6627
H -2.2443 -4.2248 3.2553
H -3.0473 -3.3018 4.4313
H 0.9637 -6.1788 -1.0997
C 2.7227 2.9822 -0.3827
H 0.2527 3.9382 3.3513
H 1.7217 3.1742 -0.0617
O -0.7843 1.0302 -1.1037
C -1.7483 -2.2238 2.9703
H 1.8967 1.4302 -1.1487
C -3.6153 1.0892 0.3523
H 1.1017 2.4762 4.1883
H -2.5813 -2.3788 0.0363
H 2.8197 -1.7508 2.6993
H -1.1183 3.7402 -2.7167
O 2.7027 2.0872 -1.4157
H -2.6623 -2.0658 2.3603
C 0.1667 2.7882 3.6423
H -0.5653 2.0822 1.6933
H 2.4457 -5.0228 -0.8907
H 4.7667 -2.7058 -3.5977
O -0.7513 -2.5928 2.1413
H 2.5637 -2.6598 -2.9527
H 1.5977 0.6782 5.1763
O -0.2163 0.5512 2.8473
C 3.4877 4.2312 -0.6987
H -1.0953 6.1692 -1.3477
H 1.7127 0.7732 -3.2727
C -2.1073 -3.4898 3.8713
O 3.3237 -0.9298 -2.3207
C -4.9053 1.7442 0.8953
H 4.6277 -4.1278 -2.4787
C 2.4307 -1.0818 1.9763
H -3.8043 0.5592 -0.3917
C -0.4553 4.0862 -1.8917
P -0.1113 -0.1278 -0.7207
H -3.8483 0.7982 -4.1227
H 1.5267 -5.4988 0.4963
H 0.5107 3.6452 -1.9267
H -1.7763 -1.8698 -1.9257
O -2.7253 1.6352 -2.7487
H -2.4763 -0.0368 -3.8287
O -3.0573 0.2702 1.4263
H 0.3947 -0.3118 3.2833
C 0.4037 -4.1128 -0.5607
C 3.2757 -2.3168 -2.1957
H 2.1637 -0.2958 2.5713
H 2.9527 4.7432 -1.6687
O 1.4097 0.0412 -0.7867
H 0.8987 1.0122 -4.8667
H -2.7103 1.8622 0.2823
H -5.7303 0.9152 1.0143
H 0.2357 1.4112 -3.5787
H 0.0707 -2.6078 -1.9487
H -4.8013 2.3832 1.9623
H 5.3887 -2.4498 -1.7927
H 1.6237 -1.5908 1.5723
O 0.2847 -0.5598 4.2273
H -0.3893 0.1072 2.0633
H 0.0247 -0.7938 -3.0397
O -1.0123 3.3252 -0.7697
H -5.2263 2.2932 0.1243
H 0.3527 1.6072 4.4683
H -4.0713 -0.1068 -2.7547
C 0.5677 0.5462 5.0373
C -3.0633 -2.7938 -0.7957
H 2.8187 -2.6048 -1.2217
C -0.2303 5.5582 -1.7357
H -1.5563 -1.4268 3.7003
H 2.6427 -0.5048 -1.7927
H -0.4083 -4.3958 -0.0157
O -0.3993 -1.2348 -1.6397
H -0.7213 2.6672 4.1993
H -1.2273 -3.9048 4.3103
C 4.5877 -2.9178 -2.5037
H 3.2927 2.3592 0.2633
H 0.8297 -3.3288 0.0503
H 0.1387 5.8362 -2.8477
H 0.5797 5.7322 -1.1927
H 4.5467 3.9742 -1.0577
H -0.5483 -1.7768 1.6343
O 0.2207 -3.6408 -1.8967
C 1.4127 -5.2598 -0.5297
C 0.1257 1.8712 2.3913
H -0.0463 0.2762 5.8643
C 0.8297 0.7172 -4.0197
O 0.3257 -0.5878 -4.0657
O -2.6363 -2.3668 -2.0267

Computed properties:
- Frontier orbital gap: 6.9 eV
- Spin multiplicity: 1
- E_HOMO: -0.4 eV
- Total charge: -3
- E: -62742.7194 eV
- Molar mass: 577.7 g/mol

A molecular structure, C15H35F2MnN6O9S2, computed with ωB97M-V/def2-TZVPD.

Atoms and positions in Å:
H -2.1183 3.4328 -0.7263
N -0.0832 3.9504 -0.3407
O 2.1393 -0.5890 0.1547
H -1.7338 1.6246 4.5820
H 0.4930 -2.1424 -4.5457
H -1.8508 4.5006 0.6628
H -2.3853 -1.1700 -1.8106
F 1.5612 -1.2209 2.9721
C -2.5196 -0.1821 -2.1828
H -1.4958 2.7486 0.7467
O 0.4691 1.8445 -1.0942
H 3.3153 -3.1268 0.3823
H 4.3200 -1.9023 1.1760
N 0.3054 1.1908 3.9294
H 2.0294 4.7637 -1.6659
C -4.5507 1.6928 0.4071
O 0.1962 -2.8927 3.9007
C 2.5885 1.6681 3.0151
O 1.4777 -3.3023 1.7873
H -4.3111 1.1432 1.3023
H 0.9269 -3.9598 -0.6421
H 4.7080 -2.5149 -0.4583
H 3.5776 0.9547 -2.4822
H 1.8456 0.4055 -2.2733
H -1.1852 -2.7598 -4.4554
H 2.7673 -0.1907 -3.6480
H 3.0731 0.7367 3.2706
H -4.1171 2.6741 0.5204
C -1.4592 3.6299 0.1242
O 0.5495 1.3441 1.7344
C -2.7979 0.6251 -0.9242
S -2.0562 -2.1672 1.9332
H -5.6018 1.9304 0.3598
H -1.3949 -0.1131 4.0576
H -1.6320 0.1476 -2.6683
N -0.3381 -3.4444 -2.1119
C 2.0194 3.7301 -1.4844
C 2.8398 0.1374 -2.5923
C 3.9045 -2.2373 0.2218
O 0.2256 -1.2536 -1.8624
H 2.9751 2.0492 2.0727
N -4.0403 1.0530 -0.7937
C -0.1185 -3.8835 -0.7379
C 1.0367 1.4753 2.8783
H -0.7858 -4.1354 -2.7217
C -0.1243 -2.1581 -2.6163
C -1.1849 0.9755 3.8854
N -0.5353 -1.7294 1.7690
H 2.7288 2.4268 3.7653
H -3.3489 -0.1995 -2.9362
H 0.7381 1.3249 4.8373
H -4.6877 0.9361 -1.5573
H -0.7914 -1.0018 -4.3224
H -1.5807 1.1362 2.8785
S 0.6033 -2.5466 2.6060
F -2.4801 -2.0647 0.3632
O -2.9479 -1.2788 2.5575
H 2.2468 3.2089 -2.4147
H 4.0437 -1.5271 -2.1098
Mn 0.0440 0.0203 0.1880
H -0.4457 -4.9133 -0.6417
C -0.4732 -1.9951 -4.0657
C 0.7064 3.0879 -0.9533
H 0.1641 4.9448 -0.4010
H 2.8671 3.3948 -0.8635
O -2.1169 -3.5584 2.2924
H -0.5538 -3.2027 -0.0220
N 3.2297 -1.0697 -1.7345
C 3.0452 -1.2405 -0.4198
O -1.9148 0.7643 -0.0536

Computed properties:
- Frontier orbital gap (alpha / beta): 10.3 / 10.4 eV
- Spin multiplicity: 6
- E_HOMO (alpha / beta): -12.2 / -12.4 eV
- Total charge: +1
- E: -101915.7576 eV
- Molar mass: 600.5 g/mol

A molecular structure, C25H22AuO7P4S2, computed with ωB97M-V/def2-TZVPD.

Atoms and positions in Å:
H -3.3451 3.3996 -2.8963
C -0.0693 2.6637 1.8927
C 2.7205 -0.2200 3.4396
H 0.7903 -0.0059 2.5463
H 3.0919 -2.0246 -0.3875
P -0.2611 2.2919 -5.5299
Au 0.4446 0.5884 -2.8921
C 1.8552 0.1518 2.4261
O -1.8066 0.4706 -3.1611
C 3.4276 -2.9739 1.5052
C 3.7186 0.9262 1.1132
C -3.7202 -2.5210 -0.8674
H 0.8910 2.7328 2.3885
H -4.4386 -2.9857 -1.5297
C -4.1494 -1.8708 0.2789
O -3.9463 1.3116 -4.3500
C -2.5278 2.5254 0.6051
H -3.2689 3.7089 2.2316
C -2.3696 -2.5543 -1.1857
H 0.9941 -4.0982 3.5746
C 4.0877 -0.0168 3.2932
H 5.6502 0.7104 2.0156
S 2.0916 2.3435 -1.4739
H 3.4565 -3.9675 3.4094
O -0.5955 1.7430 -7.0086
C -3.2300 -1.2449 1.1121
C -1.4470 -1.9346 -0.3538
P 1.2361 1.1798 -0.0993
O 0.3519 3.6284 -5.6032
C 0.6598 -3.1100 1.7009
H 2.3305 -0.6767 4.3399
H 4.0912 1.3765 0.2013
H -1.5389 1.3606 -0.8870
C -1.4253 1.8901 0.0518
O 0.4695 1.1244 -4.8814
P -2.6200 1.5914 -3.7765
C 4.5856 0.5525 2.1317
C 0.6329 -0.1715 -1.0428
O -2.7332 2.7149 -2.6046
P 0.3021 -1.9005 -0.8389
O -1.7128 2.3973 -4.8464
C 2.3508 0.7312 1.2578
H -3.4726 2.4810 0.0801
H -0.6024 2.5003 -7.6032
C -1.1752 3.2890 2.4436
H -3.5632 -0.7173 1.9970
H -1.1739 -0.7597 1.4314
H -2.0194 -3.0330 -2.0913
H -0.4180 -3.1781 1.7749
C -1.8837 -1.2720 0.7920
C 2.8373 -3.5618 2.6188
H 4.7642 -0.3083 4.0871
C 1.4571 -3.6314 2.7140
C 1.2450 -2.5200 0.5882
H 4.5058 -2.9165 1.4269
C -2.4063 3.2150 1.8009
C -0.1951 1.9491 0.7010
H -1.0760 3.8402 3.3703
C 2.6363 -2.4618 0.4939
H -5.2051 -1.8350 0.5174
S 0.7209 -2.9177 -2.4420

Computed properties:
- Frontier orbital gap (alpha / beta): 7.4 / 7.0 eV
- Spin multiplicity: 3
- E_HOMO (alpha / beta): -5.2 / -6.1 eV
- Total charge: -1
- E: -103142.3791 eV
- Molar mass: 819.4 g/mol

A molecular structure, C4H6ClNOS, computed with ωB97M-V/def2-TZVPD.

Atoms and positions in Å:
Cl 1.8887 -0.5367 1.0201
N -0.3183 0.7721 0.1194
H -1.5029 2.6810 -2.3390
C -0.7614 1.8270 -0.7681
C -0.2669 -0.5145 0.0817
H 0.5109 -2.3508 0.8820
S -0.6370 -1.3897 -1.3215
C -1.5088 1.7044 -1.8045
H -1.1487 0.8618 2.0234
H -1.7651 0.7756 -2.1444
H -0.4823 2.8188 -0.2791
C 0.2585 -1.2543 1.1208
H -0.2920 -1.2663 2.1362
O -0.1671 1.4824 1.3636

Computed properties:
- Frontier orbital gap: 7.7 eV
- Spin multiplicity: 1
- E_HOMO: -8.4 eV
- Total charge: 0
- E: -31134.5756 eV
- Molar mass: 151.6 g/mol

A molecular structure, C6H9N4O2, computed with ωB97M-V/def2-TZVPD.

Atoms and positions in Å:
H 0.2046 -1.0076 -1.8974
H -1.4157 0.1598 -1.0846
H 1.8021 0.6980 -0.7743
N -1.0922 2.3879 -0.8875
N -0.4021 2.5315 1.2113
C 0.8794 -1.4480 -1.1545
H 2.3757 -0.3997 0.1765
H -1.3390 -1.3690 1.3080
N -1.0267 3.6460 0.8322
O -1.7025 -0.7322 -0.7064
C 1.4328 -0.2354 -0.3132
C -0.5498 1.7419 0.1748
N -1.4149 3.5702 -0.3812
H -0.5538 -2.9257 -0.6055
C 0.0191 -2.2431 -0.1086
O 0.7099 0.2356 1.8922
H 0.3260 1.0788 2.1798
C -0.7913 -1.0641 0.4139
H 0.6393 -2.5285 0.7586
C 0.2919 -0.0200 0.6000
H 1.6072 -2.0764 -1.6343

Computed properties:
- Frontier orbital gap: 8.8 eV
- Spin multiplicity: 1
- E_HOMO: -5.3 eV
- Total charge: -1
- E: -16421.6026 eV
- Molar mass: 169.2 g/mol

2 unconnected molecules or ions with the total composition C19H18F3N2O4S2, computed with ωB97M-V/def2-TZVPD.

Atoms and positions in Å:
C -3.4838 0.7378 -2.0148
C -1.8097 -2.2555 2.8498
C -0.3121 -0.5857 -0.5606
C 0.4047 1.2027 1.1774
C -1.3730 0.4225 -1.0843
H -1.2426 -1.0061 1.5076
C 3.2230 -0.3341 -3.0868
C 1.6135 1.8811 1.3907
C 2.6502 -1.6017 -2.8431
C 2.7708 1.1350 1.5026
H 1.3922 -1.9804 1.3725
F -2.3958 -1.6564 3.9455
H 3.6934 1.6954 1.5874
H 0.8358 1.5974 -1.7650
H 3.1641 -2.4897 -3.2249
C 0.0746 0.4512 3.9211
O -0.5459 3.2624 2.4062
H -5.2815 0.7883 -2.9937
C 1.3396 0.6786 -2.0137
S -1.0367 1.9372 2.0817
C -4.6355 -0.0065 -2.6272
H -3.0228 1.3482 -2.7982
C 0.8188 -0.5665 -1.6524
H 3.6197 -0.7634 1.7915
H -0.7011 -1.6042 -0.4121
H 1.7487 2.9663 1.3924
N -1.0931 1.2240 3.5880
O -1.1384 1.5996 -1.3472
C 2.5447 0.8097 -2.6858
O -2.1559 1.7345 1.1729
C 4.4980 -0.1613 -3.7687
C 1.4360 -1.7113 -2.1583
H -4.3839 -0.6087 -3.5065
C 0.4168 -0.1453 0.6797
C 1.4863 -0.8981 1.2535
F -0.4491 -2.2508 3.1211
F -2.2294 -3.5400 2.8583
O -2.5151 -0.1768 -1.4630
H 0.4320 1.3684 4.4567
H 2.9211 1.8192 -2.8903
S -2.0433 -1.9288 0.9275
H 0.9959 -2.6879 -1.9932
H -5.2192 -0.6098 -1.9304
N 5.5290 0.0359 -4.2931
H -3.8249 1.4000 -1.2069
H -0.2139 -0.3635 4.6350
H 0.7962 0.0843 3.1742
C 2.7016 -0.2474 1.5271

Computed properties:
- Frontier orbital gap: 5.4 eV
- Spin multiplicity: 1
- E_HOMO: -3.3 eV
- Total charge: -1
- E: -60983.3476 eV
- Molar mass: 459.5 g/mol